This record from the Open Molecules 2025 dataset describes a molecular structure, C2HBr5S. The level of theory is ωB97M-V/def2-TZVPD.

Computed properties:
HOMO-LUMO gap (alpha / beta) ... 7.341 / 7.341 eV
E ... -363134.0470 eV
Energy relative to the best compared isomer or geometry (same formula, charge and spin) ... 2.704 eV
LUMO energy (alpha / beta) ... -1.7140 / -1.7142 eV

Structure (ORCA input):
```
! RIJCOSX wB97M-V def2-TZVPD def2/J DEFGRID3
* xyz 0 1
C 0.59 -0.49 -0.39
C 1.12 0.70 -0.65
S -2.27 1.10 0.69
Br -0.64 -0.62 1.34
Br 0.41 -1.97 -1.38
Br 1.20 -2.29 1.96
Br 0.97 2.28 0.37
Br 1.98 0.99 -2.28
H -3.36 0.31 0.34
*
```


This record from the Open Molecules 2025 dataset describes a gas-phase ion, C3H5N2O2S2 (charge +1). The level of theory is ωB97M-V/def2-TZVPD.

Computed properties:
HOMO-LUMO gap ... 8.277 eV
E ... -31928.5508 eV
Energy relative to the best compared isomer or geometry (same formula, charge and spin) ... 0.962 eV
LUMO energy ... -5.5664 eV
SMILES ... [NH2+]=C1CS(=O)(=O)C(=S)N1

Structure (ORCA input):
```
! RIJCOSX wB97M-V def2-TZVPD def2/J DEFGRID3
* xyz 1 1
C 0.13 -0.75 -0.29
C 1.03 1.41 0.02
C -1.20 -0.16 -0.06
N 1.15 0.06 -0.38
N 0.29 -2.01 -0.44
O -0.45 1.14 2.24
O -1.35 2.42 0.40
S 2.10 2.59 -0.12
S -0.60 1.36 0.85
H -1.95 0.23 -0.82
H -1.83 -0.81 0.57
H 2.03 -0.50 -0.78
H -0.57 -2.56 -0.51
H 1.22 -2.41 -0.69
*
```


This record from the Open Molecules 2025 dataset describes C8H7F2N in the gas phase. The level of theory is ωB97M-V/def2-TZVPD.

Computed properties:
HOMO-LUMO gap ... 9.431 eV
E ... -15331.5241 eV
Energy relative to the best compared isomer or geometry (same formula, charge and spin) ... 2.263 eV
LUMO energy ... -0.1565 eV
SMILES ... N#C\C(=C/C=C\C=C\F)CF

Structure (ORCA input):
```
! RIJCOSX wB97M-V def2-TZVPD def2/J DEFGRID3
* xyz 0 1
C 1.16 -0.70 -1.66
C -1.61 0.94 -0.61
C -0.42 1.56 -0.58
C -1.83 -0.35 0.02
C 0.72 0.93 0.06
C -1.10 -1.45 -0.15
C 1.23 -0.26 -0.32
C 2.28 -0.96 0.52
N 1.21 -1.06 -2.75
F -1.32 -2.51 0.65
F 3.28 -0.08 0.89
H -2.49 1.47 -0.95
H -0.33 2.59 -0.89
H -2.58 -0.36 0.80
H 1.08 1.39 0.97
H -0.51 -1.73 -1.00
H 2.76 -1.78 -0.03
H 1.84 -1.34 1.44
*
```


This record from the Open Molecules 2025 dataset describes 2 unconnected molecules or ions with the total composition C2H8NO2P. The level of theory is ωB97M-V/def2-TZVPD.

Computed properties:
HOMO-LUMO gap ... 9.023 eV
E ... -17074.4135 eV
Energy relative to the best compared isomer or geometry (same formula, charge and spin) ... 4.976 eV
LUMO energy ... -0.0022 eV

Structure (ORCA input):
```
! RIJCOSX wB97M-V def2-TZVPD def2/J DEFGRID3
* xyz 0 1
C 0.02 -1.73 1.33
C -1.19 1.36 -1.45
N 1.72 0.38 1.10
O -0.48 -0.66 0.64
O -0.26 1.62 -0.38
P 0.58 0.38 0.06
H 0.67 -2.36 0.76
H -0.73 -2.38 1.52
H 0.70 -1.41 2.11
H -0.64 0.81 -2.20
H -1.55 2.45 -1.65
H -2.05 0.86 -0.86
H 2.21 1.26 1.02
H 0.99 -0.56 -1.99
*
```


This record from the Open Molecules 2025 dataset describes 9 unconnected molecules or ions with the total composition C9H34N2O11. The level of theory is ωB97M-V/def2-TZVPD.

Computed properties:
HOMO-LUMO gap ... 9.626 eV
E ... -35378.5113 eV
Energy relative to the best compared isomer or geometry (same formula, charge and spin) ... 0.000 eV
LUMO energy ... -0.1007 eV
SMILES ... C[N+](=O)[O-].C[N+](=O)[O-].CO.CO.CO.CO.CO.CO.CO

Structure (ORCA input):
```
! RIJCOSX wB97M-V def2-TZVPD def2/J DEFGRID3
* xyz 0 1
C 0.04 -0.24 0.42
O -0.92 -1.25 0.01
H 0.04 0.56 -0.32
H -0.24 0.20 1.38
H 1.01 -0.73 0.48
H -0.71 -1.38 -0.92
C -2.56 -1.62 3.21
O -3.15 -1.25 2.00
H -1.51 -1.93 3.11
H -2.59 -0.80 3.93
H -3.11 -2.45 3.64
H -2.50 -1.00 1.33
C 2.13 3.69 2.05
O 1.46 2.67 1.34
H 1.51 4.59 2.17
H 2.48 3.38 3.04
H 3.00 4.01 1.47
H 0.65 2.53 1.85
C 4.19 -0.57 1.45
O 4.24 -0.96 0.08
H 3.22 -0.10 1.62
H 4.29 -1.45 2.10
H 5.01 0.11 1.68
H 5.14 -1.25 -0.11
C -1.09 1.58 3.93
O -1.01 2.25 2.67
H -2.11 1.58 4.32
H -0.77 0.56 3.75
H -0.46 2.05 4.70
H -1.51 3.06 2.69
C -2.41 -4.50 -0.75
O -2.53 -3.27 -1.46
H -1.47 -4.55 -0.18
H -3.23 -4.64 -0.04
H -2.40 -5.30 -1.48
H -2.44 -2.57 -0.80
C -1.47 2.80 -0.95
O -2.31 3.70 -1.67
H -1.76 2.80 0.10
H -1.57 1.79 -1.33
H -0.42 3.12 -0.99
H -2.14 3.55 -2.60
C -0.97 -2.10 -4.46
N -0.94 -0.73 -3.91
O -1.41 -0.59 -2.79
O -0.41 0.15 -4.55
H -0.43 -2.10 -5.40
H -2.01 -2.41 -4.55
H -0.47 -2.75 -3.75
C 2.23 -0.37 -2.44
N 2.52 1.07 -2.64
O 3.55 1.34 -3.22
O 1.74 1.87 -2.16
H 2.75 -0.94 -3.19
H 1.17 -0.59 -2.39
H 2.65 -0.60 -1.46
*
```


This record from the Open Molecules 2025 dataset describes 13 unconnected molecules or ions with the total composition C46H118BN10O20. The level of theory is ωB97M-V/def2-TZVPD.

Computed properties:
HOMO-LUMO gap ... 9.489 eV
E ... -106144.8728 eV
LUMO energy ... 2.1053 eV

Structure (ORCA input):
```
! RIJCOSX wB97M-V def2-TZVPD def2/J DEFGRID3
* xyz -1 1
O -1.06 -0.52 -3.05
C -0.54 -0.25 -2.01
O -1.08 -0.38 -0.82
B -0.17 0.03 0.26
O 1.09 0.34 -0.45
C 0.91 0.27 -1.76
O 1.71 0.57 -2.59
O 0.04 -0.90 1.42
C -0.31 -0.29 2.52
O -0.19 -0.65 3.66
C -0.99 1.03 2.15
O -0.80 1.23 0.85
O -1.49 1.80 2.92
C -5.13 -1.77 -2.69
C -6.05 -0.55 -2.90
C -5.53 0.78 -2.40
O -5.32 0.78 -0.99
C -4.00 0.51 -0.56
N -6.33 -0.41 -4.36
H -5.48 -2.60 -3.31
H -5.07 -2.09 -1.66
H -4.11 -1.58 -3.03
H -7.02 -0.73 -2.43
H -6.25 1.59 -2.56
H -4.61 1.00 -2.96
H -3.67 -0.52 -0.73
H -3.96 0.74 0.50
H -3.33 1.14 -1.15
H -7.23 0.07 -4.29
H -6.53 -1.35 -4.68
C -0.30 -4.51 -5.62
C -0.17 -3.35 -6.56
C 0.46 -2.11 -5.87
O 0.67 -1.06 -6.78
C 0.93 0.15 -6.13
N 0.70 -3.70 -7.72
H -0.88 -5.32 -6.04
H -0.85 -4.26 -4.71
H 0.73 -4.80 -5.39
H -1.07 -2.94 -7.02
H 1.36 -2.45 -5.34
H -0.22 -1.78 -5.07
H 1.03 0.99 -6.84
H 1.97 0.30 -5.80
H 0.27 0.41 -5.31
H 1.65 -3.92 -7.40
H 0.96 -2.82 -8.16
C 2.45 5.03 4.13
C 1.35 5.70 3.31
C -0.04 5.08 3.45
O -0.51 5.23 4.78
C -1.89 5.03 4.98
N 1.28 7.13 3.61
H 3.37 5.60 4.08
H 2.66 3.99 3.88
H 2.10 4.90 5.16
H 1.59 5.53 2.26
H -0.06 4.01 3.22
H -0.75 5.58 2.77
H -2.07 4.93 6.05
H -2.31 4.17 4.46
H -2.37 5.98 4.71
H 1.21 7.30 4.61
H 0.44 7.52 3.21
C -3.70 4.41 1.73
C -3.77 4.58 0.20
C -2.53 3.94 -0.42
O -1.40 4.76 -0.19
C -0.17 4.22 -0.64
N -4.99 3.90 -0.23
H -4.51 4.88 2.29
H -2.73 4.73 2.10
H -3.84 3.35 1.95
H -4.00 5.58 -0.17
H -2.58 3.82 -1.52
H -2.33 2.97 0.05
H -0.17 4.03 -1.72
H 0.15 3.34 -0.09
H 0.55 5.02 -0.46
H -5.02 2.93 0.06
H -5.11 3.83 -1.24
C -0.53 -3.91 2.24
C -1.89 -4.65 2.30
C -3.07 -3.81 1.81
O -3.41 -2.74 2.69
C -3.95 -1.62 2.04
N -1.81 -5.83 1.44
H -0.53 -2.99 2.83
H -0.40 -3.59 1.20
H 0.30 -4.54 2.57
H -2.04 -4.97 3.33
H -3.95 -4.41 1.61
H -2.71 -3.36 0.87
H -4.71 -1.87 1.29
H -3.14 -1.20 1.42
H -4.32 -0.95 2.81
H -0.95 -6.28 1.76
H -1.51 -5.45 0.54
C 4.81 2.81 -3.27
C 5.75 1.64 -2.92
C 7.11 1.97 -2.32
O 7.85 2.72 -3.27
C 9.18 2.91 -2.85
N 5.05 0.63 -2.10
H 4.65 3.44 -2.39
H 3.85 2.44 -3.61
H 5.34 3.42 -4.01
H 5.93 1.15 -3.88
H 7.57 1.01 -2.09
H 7.05 2.56 -1.40
H 9.19 3.64 -2.03
H 9.77 3.32 -3.67
H 9.66 1.98 -2.56
H 4.09 0.61 -2.42
H 5.01 1.00 -1.15
C 4.17 -1.61 -4.48
C 4.26 -2.65 -3.38
C 3.09 -2.59 -2.44
O 3.36 -3.54 -1.43
C 2.78 -3.18 -0.17
N 4.39 -3.98 -4.04
H 5.01 -1.51 -5.17
H 4.02 -0.58 -4.15
H 3.30 -1.88 -5.09
H 5.22 -2.41 -2.90
H 2.12 -2.66 -2.95
H 3.12 -1.60 -1.96
H 1.70 -3.07 -0.24
H 3.27 -2.24 0.08
H 3.08 -3.82 0.66
H 5.21 -3.82 -4.62
H 4.59 -4.66 -3.32
C -0.14 5.48 -7.71
C -0.56 4.00 -7.81
C -1.18 3.46 -6.50
O -0.11 3.17 -5.63
C -0.49 2.75 -4.33
N -1.49 3.85 -8.91
H 0.76 5.61 -7.11
H -0.92 6.07 -7.24
H 0.11 5.83 -8.71
H 0.36 3.41 -7.93
H -1.86 2.61 -6.66
H -1.85 4.21 -6.05
H -1.08 1.83 -4.40
H -0.91 3.56 -3.74
H 0.44 2.42 -3.85
H -1.75 2.87 -8.98
H -2.39 4.28 -8.70
C 3.56 -0.74 7.94
C 3.69 0.48 7.03
C 3.09 0.25 5.64
O 3.58 1.21 4.73
C 2.91 1.20 3.49
N 3.24 1.78 7.55
H 2.53 -0.88 8.27
H 4.14 -0.61 8.85
H 4.00 -1.62 7.48
H 4.76 0.63 6.88
H 2.00 0.38 5.73
H 3.30 -0.77 5.30
H 2.49 0.21 3.27
H 3.62 1.62 2.78
H 2.01 1.84 3.51
H 3.43 2.42 6.79
H 2.22 1.76 7.63
C -4.59 -6.37 7.96
C -3.57 -5.26 7.88
C -3.54 -4.52 6.55
O -2.47 -3.59 6.63
C -2.13 -2.85 5.48
N -3.77 -4.36 9.04
H -4.37 -7.23 7.33
H -5.58 -5.99 7.71
H -4.62 -6.81 8.96
H -2.56 -5.63 8.06
H -4.47 -3.98 6.34
H -3.31 -5.18 5.70
H -1.55 -3.44 4.76
H -1.50 -1.98 5.68
H -3.03 -2.56 4.94
H -3.02 -3.67 8.95
H -4.60 -3.79 8.83
C 1.54 -3.30 5.22
O 2.68 -3.50 6.01
H 1.17 -2.29 5.35
H 1.75 -3.34 4.15
H 0.78 -4.07 5.41
H 2.64 -4.30 6.54
C -0.97 -3.91 -1.86
O -0.38 -5.00 -1.18
H -1.59 -4.23 -2.70
H -1.61 -3.30 -1.20
H -0.20 -3.23 -2.23
H 0.37 -5.28 -1.72
*
```


This record from the Open Molecules 2025 dataset describes 3 unconnected molecules or ions with the total composition C4H14NO2. The level of theory is ωB97M-V/def2-TZVPD.

Computed properties:
HOMO-LUMO gap ... 11.089 eV
E ... -9953.6603 eV
Energy relative to the best compared isomer or geometry (same formula, charge and spin) ... 1.101 eV
LUMO energy ... -2.8327 eV

Structure (ORCA input):
```
! RIJCOSX wB97M-V def2-TZVPD def2/J DEFGRID3
* xyz 1 1
C -1.35 0.66 0.72
C -1.62 1.41 -0.61
C -0.34 1.78 -1.33
C 0.03 1.19 -2.46
N -0.33 -0.43 0.45
H -2.26 0.12 0.92
H -0.95 1.30 1.48
H -2.11 2.35 -0.36
H -2.22 0.79 -1.26
H 0.18 2.64 -0.93
H 0.95 1.42 -2.97
H -0.62 0.45 -2.92
H 0.16 -0.23 -0.43
H -0.80 -1.31 0.28
H 0.35 -0.64 1.18
H 2.39 -1.06 3.41
H 3.01 -0.16 2.36
O 2.37 -0.88 2.46
H 0.85 -3.40 -0.69
H 1.46 -3.24 0.65
O 0.85 -2.77 0.06
*
```


This record from the Open Molecules 2025 dataset describes 2 unconnected molecules or ions with the total composition C20H40BBr2Cl3FN3O3PS. The level of theory is ωB97M-V/def2-TZVPD.

Computed properties:
HOMO-LUMO gap ... 8.028 eV
E ... -233167.1664 eV
LUMO energy ... -2.9723 eV

Structure (ORCA input):
```
! RIJCOSX wB97M-V def2-TZVPD def2/J DEFGRID3
* xyz 1 1
C -3.04 -4.11 1.27
C -2.76 -3.08 0.16
C -2.17 -1.78 0.74
C -1.26 -0.90 -0.13
C -2.02 -0.35 -1.41
Cl -3.78 -0.20 -1.20
C -1.70 -1.02 -2.75
C -2.55 -2.22 -3.12
Cl -1.86 0.26 -4.03
N 0.04 -1.52 -0.41
N 0.19 -2.89 -0.51
C 0.34 -3.51 -1.81
C 0.38 -3.61 0.66
C 0.54 -5.09 0.48
O 0.39 -3.07 1.74
C 1.17 -0.75 -0.95
C 2.53 -0.82 -0.23
S 3.17 -2.41 0.36
C 3.09 -2.12 2.13
C 4.08 -1.07 2.66
C 0.74 0.71 -1.15
Cl 2.07 1.79 -1.53
N 0.06 1.31 0.06
B -0.42 2.81 -0.33
C 0.28 3.98 0.38
O -1.27 2.99 -1.36
C -0.90 0.34 0.77
F -0.13 -0.12 1.81
P -2.26 1.50 1.45
C -1.26 2.18 2.81
O -3.33 0.60 2.24
H -3.94 -3.86 1.82
H -2.20 -4.19 1.96
H -3.19 -5.10 0.83
H -3.73 -2.85 -0.30
H -2.14 -3.53 -0.61
H -3.01 -1.18 1.04
H -1.62 -2.03 1.64
H -1.74 0.68 -1.52
H -0.65 -1.26 -2.81
H -1.96 -2.95 -3.68
H -3.38 -1.92 -3.77
H -2.98 -2.70 -2.25
H -0.55 -4.06 -2.12
H 1.19 -4.20 -1.81
H 0.55 -2.75 -2.56
H -0.16 -5.50 -0.25
H 0.40 -5.55 1.46
H 1.55 -5.30 0.12
H 1.37 -1.07 -1.99
H 2.56 -0.13 0.62
H 3.27 -0.48 -0.95
H 3.26 -3.10 2.59
H 2.06 -1.86 2.38
H 4.78 -1.51 3.37
H 4.66 -0.62 1.85
H 3.56 -0.28 3.20
H 0.06 0.81 -1.98
H 0.80 1.46 0.74
H -0.42 4.50 1.04
H 1.17 3.69 0.96
H 0.61 4.68 -0.39
H -2.13 2.55 -1.31
H -1.71 3.11 3.15
H -0.23 2.37 2.52
H -1.22 1.46 3.64
H -2.97 0.13 3.00
Br 1.14 7.63 0.69
C 1.92 8.58 -0.82
C 2.92 7.73 -1.56
Br 4.57 7.49 -0.58
H 2.37 9.47 -0.41
H 1.10 8.85 -1.47
H 3.19 8.21 -2.50
H 2.53 6.73 -1.76
*
```